(1)
This record from the OMol25 dataset describes 2 unconnected molecules or ions with the total composition C6H10N3O at a distorted geometry. The level of theory is ωB97M-V with the def2-TZVPD basis set.

The geometry in XYZ format:
```
20
Properties=species:S:1:pos:R:3:lowdin_charge:R:1
C 1.17996 -2.01237 0.04777 0.075
C -0.32725 -1.45228 0.24936 -0.113
C 2.28731 -1.25492 0.33329 -0.128
C -1.20407 -1.35610 -1.00431 -0.272
C 1.09731 0.76169 0.39613 -0.035
C -0.22069 0.03994 0.67622 -0.129
N 2.19610 0.06265 0.27056 0.107
N -1.31142 0.76968 0.81559 0.246
N -0.28690 2.27063 -1.66190 -0.019
O -1.44016 -0.41652 -1.59091 0.153
H 1.18250 -3.03626 -0.19114 0.095
H -0.99365 -2.08448 0.90733 0.181
H 3.23782 -1.69804 0.36583 0.111
H -1.47459 -2.39217 -1.33339 0.156
H 1.01330 1.88026 0.38364 0.120
H -1.33492 1.69635 1.23282 0.162
H -2.09643 0.11273 0.86234 0.153
H 0.56986 2.87334 -1.47966 0.046
H -0.82798 3.09261 -2.04053 0.052
H -0.07430 1.56202 -2.39528 0.039
```

Output
- orbital gap (Ha) = 0.28487
- ΔE to the lowest compared entry with this formula, charge and spin (kcal/mol) = 110.7
- charge = +1
- HOMO energy (Ha) = -0.496
- max |F| (Eh/bohr) = 0.1337
- LUMO level (eV) = -5.75

***

(2)
This record from the OMol25 dataset describes a molecular structure, C25H24CaCl5N5S. The level of theory is ωB97M-V with the def2-TZVPD basis set.

The geometry in XYZ format:
```
61
Properties=species:S:1:pos:R:3:lowdin_charge:R:1
Ca -0.34531 -0.24159 -1.40919 1.012
N -3.44220 -0.36935 2.13332 -0.029
C -2.40470 -0.56218 1.16962 -0.952
S -2.93176 -0.43639 -0.51743 0.316
N -1.25043 -0.83714 1.64654 -0.089
N -0.19365 -0.96516 0.73934 -0.282
C 0.75618 -1.81332 1.23300 -0.197
C 1.90016 -2.34608 0.70465 -0.239
C 2.66533 -3.29783 1.49674 -0.102
C 3.80542 -3.88286 1.08939 -0.164
C 4.33812 -3.55422 -0.22153 -0.149
C 3.61319 -2.68809 -0.98362 -0.160
N 2.43770 -2.13834 -0.62524 -0.104
H -4.11323 0.29927 1.78302 0.017
H -3.03095 -0.04703 3.00021 0.043
H 0.55267 -2.18213 2.24028 0.083
H 2.24950 -3.53316 2.47032 0.090
H 4.31340 -4.59453 1.73147 0.069
H 5.27235 -3.94600 -0.59678 0.054
H 3.95725 -2.42077 -1.97354 0.113
Cl -0.82457 2.92432 -0.90334 0.630
C -1.16107 2.81904 -2.63012 -0.713
C -0.92244 1.60280 -3.24437 -0.247
C -1.14588 1.58707 -4.60655 -0.708
Cl -0.83026 0.09003 -5.47677 0.633
C -1.59271 2.68833 -5.33435 -0.715
Cl -1.84375 2.60650 -7.04984 0.611
C -1.83352 3.88432 -4.66172 -0.716
Cl -2.39241 5.27724 -5.52773 0.613
C -1.61432 3.95777 -3.28751 -0.711
Cl -1.89850 5.44759 -2.44568 0.619
C -0.74088 -3.16483 -3.34308 -0.061
C 0.71957 -3.61711 -3.19594 -0.357
C 0.91587 -4.28631 -1.83680 -0.060
C 1.65622 -2.48918 -3.64054 -0.137
C 1.97628 -2.50107 -4.99500 -0.078
C 2.65199 -1.45383 -5.60318 -0.120
C 3.03404 -0.37246 -4.83215 -0.067
C 2.78105 -0.33231 -3.46219 -0.142
C 3.36836 0.84725 -2.69175 -0.367
C 2.35552 1.78431 -2.03297 -0.089
C 4.41406 0.41550 -1.66211 -0.070
C 2.07242 -1.39025 -2.84083 -0.252
N 1.73849 -1.25038 -1.48324 -0.119
H -1.41997 -4.00828 -3.19571 0.079
H -0.92924 -2.72518 -4.32315 0.054
H -1.02062 -2.42798 -2.58596 0.038
H 0.87016 -4.40035 -3.94841 0.114
H 0.59892 -3.64737 -1.01351 0.069
H 1.95329 -4.57501 -1.66322 0.071
H 0.30069 -5.19167 -1.81022 0.075
H 1.64170 -3.33938 -5.59939 0.101
H 2.86212 -1.47675 -6.66622 0.087
H 3.55977 0.45737 -5.29422 0.099
H 3.88778 1.44362 -3.45185 0.114
H 1.95111 1.32074 -1.13199 0.054
H 1.53848 2.03254 -2.71038 0.050
H 2.84694 2.71375 -1.72828 0.077
H 3.94264 -0.12037 -0.83959 0.069
H 4.91758 1.29709 -1.25292 0.071
H 5.17214 -0.23499 -2.10449 0.075
```

Output
- orbital gap (Ha) = 0.11334
- ΔE to the lowest compared entry with this formula, charge and spin (kcal/mol) = 24.3
- charge = -2
- HOMO energy (Ha) = 0.033
- max |F| (Eh/bohr) = 0.0065
- LUMO level (eV) = 3.99

***

(3)
This record from the OMol25 dataset describes a molecular structure, C30H45BrN2P2Sn at a distorted geometry. The level of theory is ωB97M-V with the def2-TZVPD basis set.

The geometry in XYZ format:
```
81
Properties=species:S:1:pos:R:3:lowdin_charge:R:1
N -6.11195 4.49539 -4.30067 0.088
C -5.81370 4.86246 -3.05087 -0.099
C -4.88435 4.15734 -2.29178 0.007
C -4.19650 3.04637 -2.84884 -0.201
C -4.55969 2.67339 -4.15907 0.008
C -5.52520 3.43245 -4.84088 -0.105
C -3.17349 2.39173 -2.06342 0.017
Sn -0.21021 -0.23746 -2.31925 1.492
P 3.24599 -0.51433 -0.31881 0.907
C -2.03350 1.71562 -2.39940 -0.145
C -0.95982 1.90288 -1.41725 -0.391
C 0.44062 1.95860 -1.82793 -0.260
C 1.45651 2.07400 -0.81075 -0.122
C 1.09362 2.14834 0.55167 -0.548
C -0.24189 2.45666 0.86511 -0.095
C -1.23587 2.09518 -0.02815 -0.013
Br 1.81279 1.19416 2.02651 0.955
H -3.25782 2.68646 -1.01151 0.113
H -1.92683 1.19738 -3.36940 0.071
H -4.69489 4.49559 -1.27193 0.120
H -4.10786 1.80763 -4.62975 0.111
H -6.33159 5.74175 -2.66081 0.124
H -5.80875 3.14793 -5.85814 0.122
H 0.73109 2.30477 -2.81932 0.134
H -2.23809 1.92487 0.39466 0.127
H 2.45948 2.20754 -1.22649 0.105
H -0.51347 2.75902 1.86462 0.070
P -0.13698 -2.40080 -0.25421 0.879
C 4.20302 0.99371 0.27003 -0.511
C 5.67860 1.22906 0.08030 -0.128
H 3.99975 1.03444 1.35706 -0.027
H 3.68876 1.85665 -0.15450 0.020
H 5.86765 2.25955 0.41171 0.089
H 6.28917 0.57063 0.70682 0.067
H 5.98126 1.15424 -0.96747 0.068
C 4.31950 -0.99923 -1.76870 -0.428
C 5.51506 -1.93427 -1.59064 -0.137
H 4.67546 -0.06886 -2.23308 0.071
H 3.57980 -1.45861 -2.44697 0.042
H 5.74302 -2.38544 -2.56489 0.080
H 6.40347 -1.37215 -1.27985 0.073
H 5.34183 -2.74544 -0.87676 0.060
C 3.75792 -1.68082 1.08752 -0.429
C 5.07441 -1.55381 1.86254 -0.141
H 3.69424 -2.69455 0.66265 0.064
H 2.95237 -1.58147 1.82949 0.035
H 5.06530 -2.35740 2.61652 0.085
H 5.97817 -1.70248 1.24324 0.072
H 5.17795 -0.61540 2.42101 0.072
C -0.19326 -3.38074 1.34277 -0.371
C -1.16501 -4.56593 1.48175 -0.118
H -0.41692 -2.64386 2.13883 0.082
H 0.83623 -3.74436 1.49585 0.079
H -2.16916 -4.24711 1.79334 0.075
H -1.25361 -5.18441 0.57729 0.069
H -0.77506 -5.21811 2.28348 0.094
C 0.06118 -3.78072 -1.49025 -0.412
C 0.18022 -3.49308 -2.98318 -0.178
H -0.79622 -4.43325 -1.29117 0.071
H 0.96395 -4.30201 -1.14567 0.090
H -0.80506 -3.48702 -3.46173 0.083
H 0.70528 -2.55586 -3.21319 -0.021
H 0.75260 -4.31462 -3.43716 0.094
C -1.95362 -2.06090 -0.46922 -0.466
C -2.56876 -1.28938 0.70078 -0.152
H -2.41968 -3.04411 -0.60531 0.091
H -2.15464 -1.48779 -1.39731 0.011
H -3.47776 -0.77263 0.36995 0.088
H -2.86032 -1.96164 1.51924 0.069
H -1.90415 -0.52839 1.11890 0.046
C -2.20435 1.38936 6.11971 -0.054
C -1.88250 2.51571 5.35926 -0.036
C -1.97660 2.41160 3.95365 -0.162
N -2.31170 1.28836 3.32554 0.033
C -2.66002 0.23000 4.05966 -0.143
C -2.62047 0.22807 5.46987 -0.043
H -2.09378 1.40663 7.19594 0.115
H -1.52700 3.43388 5.79867 0.107
H -1.74003 3.25916 3.30577 0.093
H -2.97679 -0.65344 3.49551 0.089
H -2.85734 -0.68672 5.99848 0.107
```

Output
- orbital gap (Ha) = 0.19816
- ΔE to the lowest compared entry with this formula, charge and spin (kcal/mol) = 45.4
- charge = +2
- HOMO energy (Ha) = -0.493
- max |F| (Eh/bohr) = 0.0472
- LUMO level (eV) = -8.02

***

(4)
This record from the OMol25 dataset describes a single CH3NS2 molecule at a distorted geometry. The level of theory is ωB97M-V with the def2-TZVPD basis set.

The geometry in XYZ format:
```
7
Properties=species:S:1:pos:R:3:lowdin_charge:R:1
C 0.68455 -0.01676 0.11722 -0.743
N -0.49773 -0.24647 -0.15013 -0.499
S 1.28454 1.32458 1.01660 0.790
S -1.06354 -1.47974 -1.02635 0.773
H 1.53515 -0.35598 -0.35814 0.024
H 0.28147 2.13662 0.93971 -0.160
H -2.22444 -1.36225 -0.53891 -0.184
```

Output
- orbital gap (Ha) = 0.34761
- ΔE to the lowest compared entry with this formula, charge and spin (kcal/mol) = 36.2
- HOMO energy (Ha) = -0.316
- max |F| (Eh/bohr) = 0.0565
- LUMO level (eV) = 0.85

***

(5)
This record from the OMol25 dataset describes 3 unconnected molecules or ions with the total composition C4H10O2. The level of theory is ωB97M-V with the def2-TZVPD basis set.

The geometry in XYZ format:
```
16
Properties=species:S:1:pos:R:3:lowdin_charge:R:1
C 1.91511 0.63223 -1.33774 -0.087
O 0.62422 0.05028 -1.31346 -0.131
C 0.38426 -0.80473 -0.30116 -0.304
C -0.82442 -1.32627 -0.09135 -0.047
C -2.12963 0.44888 0.96500 -0.216
O -1.55358 0.93296 1.91342 -0.083
H 2.69360 -0.13356 -1.23489 0.093
H 2.01387 1.11797 -2.30990 0.092
H 2.02884 1.37581 -0.53849 0.083
H 0.88140 0.62776 1.33836 0.068
H 1.23710 -1.07399 0.31846 0.113
H -1.60777 -1.19175 -0.82652 0.080
H -0.97998 -2.00019 0.73928 0.078
H -2.10832 0.89885 -0.04457 0.095
H -2.80870 -0.41127 1.09147 0.087
H 0.23398 0.85700 1.63210 0.079
```

Output
- orbital gap (Ha) = 0.36181
- ΔE to the lowest compared entry with this formula, charge and spin (kcal/mol) = 91.8
- HOMO energy (Ha) = -0.329
- max |F| (Eh/bohr) = 0.0152
- LUMO level (eV) = 0.90

***

(6)
This record from the OMol25 dataset describes a single C6H10 molecule. The level of theory is ωB97M-V with the def2-TZVPD basis set.

The geometry in XYZ format:
```
16
Properties=species:S:1:pos:R:3:lowdin_charge:R:1
C 2.28112 0.06978 0.26439 -0.121
C 0.85212 -0.36693 0.56670 -0.280
C -1.31304 -1.42075 -1.28838 0.105
C -2.10096 -0.39983 -0.67816 -0.231
C -1.54889 0.56999 0.11058 -0.063
C -0.12999 0.81195 0.53066 -0.207
H 2.64762 0.81450 0.98062 0.070
H 2.34219 0.51302 -0.73799 0.073
H 2.96001 -0.78878 0.28952 0.069
H 0.79642 -0.84146 1.55426 0.111
H -1.87290 -1.79909 -2.16300 -0.001
H 0.53006 -1.11771 -0.15821 0.042
H -3.17211 -0.28173 -0.87729 0.085
H -2.23071 1.36567 0.43146 0.106
H 0.25100 1.59649 -0.14693 0.126
H -0.17113 1.30484 1.51278 0.116
```

Output
- orbital gap (spin up / spin down) (Ha) = 0.26964 / 0.27662
- ΔE to the lowest compared entry with this formula, charge and spin (kcal/mol) = 95.2
- HOMO energy (spin up / spin down) (Ha) = -0.295 / -0.303
- max |F| (Eh/bohr) = 0.0126
- LUMO level (spin up / spin down) (eV) = -0.69 / -0.71

***

(7)
This record from the OMol25 dataset describes a molecular structure, C31H24BrIrN3OPSe. The level of theory is ωB97M-V with the def2-TZVPD basis set.

The geometry in XYZ format:
```
63
Properties=species:S:1:pos:R:3:lowdin_charge:R:1
Ir -0.32533 0.25360 -0.32333 0.922
O -1.80617 0.16199 1.97459 0.089
C -0.66037 0.11380 1.63252 -0.461
C 0.52671 -0.05609 2.53064 -0.225
C 0.42403 0.07724 3.90761 0.016
C 1.58088 0.01686 4.67478 -0.019
C 2.82061 -0.18283 4.07201 -0.024
C 2.92424 -0.33690 2.69240 -0.048
C 1.77308 -0.27431 1.92391 -0.332
P 1.71231 -0.51097 0.13610 0.978
C 3.07814 0.27955 -0.71394 -0.337
C 2.94876 1.59120 -1.17640 -0.090
C 4.02661 2.22325 -1.77180 -0.047
C 5.23695 1.55444 -1.90618 -0.037
C 5.37245 0.25301 -1.44526 -0.043
C 4.29750 -0.38854 -0.84949 -0.072
C 1.88539 -2.27469 -0.14788 -0.358
C 1.84985 -3.17617 0.91456 -0.067
C 1.88908 -4.54078 0.66169 -0.051
C 1.94428 -5.00424 -0.64451 -0.042
C 1.97069 -4.10683 -1.70779 -0.047
C 1.94407 -2.74520 -1.46301 -0.102
H -0.54430 0.25022 4.35912 0.135
H 1.52024 0.13527 5.74848 0.124
H 3.71355 -0.22272 4.68182 0.123
H 3.89100 -0.50057 2.23132 0.122
H 2.00631 2.11153 -1.08643 0.070
H 3.92367 3.23625 -2.13718 0.118
H 6.07650 2.04939 -2.37575 0.122
H 6.31569 -0.26575 -1.54961 0.121
H 4.41231 -1.40364 -0.49157 0.114
H 1.80974 -2.82177 1.93664 0.110
H 1.88847 -5.24030 1.48709 0.120
H 1.98206 -6.06822 -0.83788 0.120
H 2.03036 -4.47161 -2.72474 0.121
H 1.98330 -2.04676 -2.29243 0.101
C -2.26813 -4.93783 0.45190 -0.010
C -1.84822 -3.84620 -0.48813 -0.207
C -1.93719 -3.97379 -1.87255 0.036
C -1.54465 -2.93725 -2.71351 -0.044
C -1.06070 -1.80699 -2.11131 -0.680
Br -0.43361 -0.27465 -3.07412 0.868
N -0.96242 -1.65066 -0.78493 -0.159
C -1.35295 -2.64833 0.01112 -0.043
H -2.48838 -5.85603 -0.08746 0.093
H -3.16330 -4.64653 1.00278 0.103
H -1.48312 -5.14546 1.17953 0.089
H -2.31787 -4.89095 -2.30417 0.139
H -1.60957 -3.01276 -3.78933 0.129
H -1.26073 -2.47450 1.07705 0.139
Se -1.42475 3.05028 -1.35518 1.176
N -0.23408 2.29042 -0.18245 -0.425
C 0.20262 3.26036 0.62852 -0.317
C 1.18312 3.15212 1.65460 -0.007
C 1.49236 4.26461 2.37043 -0.015
C 0.87283 5.53640 2.14007 -0.030
C -0.04698 5.69466 1.16279 0.015
C -0.39980 4.55649 0.37066 -0.345
N -1.26555 4.61658 -0.61990 -0.202
H 1.68548 2.21791 1.83845 0.093
H 2.24618 4.19404 3.14424 0.124
H 1.16229 6.37824 2.75383 0.123
H -0.52119 6.64323 0.95337 0.133
```

Output
- orbital gap (Ha) = 0.27912
- ΔE to the lowest compared entry with this formula, charge and spin (kcal/mol) = 0.0
- charge = +2
- HOMO energy (Ha) = -0.529
- max |F| (Eh/bohr) = 0.0131
- LUMO level (eV) = -6.81

***

(8)
This record from the OMol25 dataset describes a single BrClN2O2 molecule at a distorted geometry. The level of theory is ωB97M-V with the def2-TZVPD basis set.

The geometry in XYZ format:
```
6
Properties=species:S:1:pos:R:3:lowdin_charge:R:1
N 0.11405 -0.02948 0.09530 -0.474
N 1.01270 0.01494 -0.75930 -0.323
O -1.17793 0.63247 -0.48094 -0.556
O -0.03997 -0.31773 1.26248 0.014
Cl -2.64708 0.06728 0.03364 0.691
Br 2.73822 -0.36749 -0.15118 0.648
```

Output
- 2S+1 = 3
- orbital gap (spin up / spin down) (Ha) = 0.24765 / 0.18401
- ΔE to the lowest compared entry with this formula, charge and spin (kcal/mol) = 75.4
- HOMO energy (spin up / spin down) (Ha) = -0.270 / -0.362
- max |F| (Eh/bohr) = 0.0614
- <S²> = 2.036
- LUMO level (spin up / spin down) (eV) = -0.61 / -4.84